[1]
Molecular formula: C28H87BO14Pt
Method: DFT, the ωB97M-V functional and the def2-TZVPD basis

Its spin multiplicity is 3. For the frontier orbital gap (alpha / beta), the calculation gives 7.62 / 7.91 eV. The LUMO energy (alpha / beta) is 0.2 / 0.2 eV. As for the HOMO energy (alpha / beta): -7.42 / -7.72 eV. For the electronic energy, the calculation gives -2316.19869 Ha.

```
131
Properties=species:S:1:pos:R:3:lowdin_charge:R:1
Pt -0.2623 -0.5141 0.1612 1.24
B 1.1597 1.3885 -0.2626 -0.50
H 1.3534 2.4457 -0.3573 0.01
H 0.3147 1.1433 -0.8872 -0.02
H 1.9909 0.7507 -0.5207 0.01
H 0.9096 1.0960 0.7454 -0.02
C -3.5754 1.2931 2.8174 -0.07
C -2.2505 1.3511 2.0363 -0.38
O -1.4974 0.1615 1.8777 -0.39
H -3.9918 2.3003 2.8383 0.07
H -3.4323 1.0353 3.8667 0.06
H -4.3346 0.6254 2.4101 0.05
H -1.6758 2.1442 2.5145 0.09
H -2.3563 1.7661 1.0340 0.08
C 3.6745 -4.6556 -2.4799 -0.06
C 2.8355 -5.1757 -1.2646 -0.26
O 1.5933 -4.5553 -1.3985 -0.12
H 3.9657 -3.6206 -2.3009 0.06
H 3.1611 -4.8643 -3.4184 0.08
H 4.6634 -5.1116 -2.5264 0.07
H 3.2978 -4.9112 -0.3135 0.11
H 2.5812 -6.2349 -1.3037 0.12
H 1.1432 -4.9281 -2.1601 0.10
C -3.1607 -3.9496 -0.2916 -0.06
C -1.7152 -3.6662 -0.0230 -0.30
O -1.6320 -2.3596 0.4403 -0.17
H -3.6111 -3.1136 -0.8267 0.05
H -3.7171 -4.1121 0.6315 0.08
H -3.3571 -4.7323 -1.0244 0.08
H -1.1085 -3.7698 -0.9225 0.10
H -1.3794 -4.3484 0.7580 0.13
H -2.2462 -2.4220 1.1755 0.03
C 4.3257 3.1117 -1.5809 -0.09
C 3.7373 2.2218 -2.6511 -0.30
O 2.3204 2.3089 -2.6908 -0.10
H 4.2405 2.7008 -0.5749 0.05
H 4.0163 4.1566 -1.6014 0.08
H 5.4141 3.0556 -1.5651 0.07
H 4.0358 1.1897 -2.4670 0.10
H 4.1112 2.5874 -3.6074 0.11
H 2.0060 2.0444 -1.8231 -0.03
C -4.6605 -1.8539 4.4097 -0.06
C -4.5752 -2.2564 2.9548 -0.32
O -3.2525 -2.4574 2.5689 -0.09
H -4.1864 -0.8893 4.5907 0.06
H -4.2105 -2.6592 4.9904 0.09
H -5.7119 -1.7762 4.6866 0.08
H -4.9524 -1.4861 2.2821 0.10
H -5.1264 -3.1593 2.6921 0.12
H -2.7701 -1.6766 2.8505 0.06
C -3.9830 -0.6895 -1.5674 -0.04
C -2.5763 -0.7426 -2.2430 -0.24
O -1.6613 -0.0332 -1.4181 -0.20
H -4.4273 0.2775 -1.8033 0.05
H -3.8417 -0.8592 -0.5000 0.07
H -4.6810 -1.4459 -1.9262 0.07
H -2.5384 -0.3091 -3.2423 0.10
H -2.2677 -1.7804 -2.3693 0.11
H -1.7930 0.8688 -1.7190 0.05
C 1.1602 -2.0192 -3.6978 -0.04
C 1.3512 -1.2708 -2.3746 -0.27
O 0.7422 -1.9849 -1.2976 -0.18
H 0.1877 -1.9215 -4.1803 0.07
H 1.3376 -3.0550 -3.4082 0.05
H 1.8896 -1.6539 -4.4207 0.08
H 0.9526 -0.2585 -2.4415 0.08
H 2.4037 -1.2262 -2.0944 0.11
H 1.0076 -2.9043 -1.3741 0.03
C 1.3389 3.1252 3.0211 -0.06
C 2.8163 3.4649 2.6516 -0.26
O 3.2521 2.4701 1.7591 -0.11
H 0.8905 3.7204 3.8164 0.08
H 1.3307 2.0726 3.3042 0.07
H 0.6579 3.2669 2.1819 0.05
H 3.5148 3.5459 3.4844 0.12
H 2.8323 4.4092 2.1074 0.09
H 2.5524 2.2610 1.1360 0.02
C 0.4347 5.7717 0.1110 -0.06
C -0.1631 4.8796 -0.9860 -0.29
O -0.7957 3.7919 -0.3872 -0.10
H -0.2868 6.4462 0.5720 0.07
H 1.1367 6.4795 -0.3298 0.07
H 1.1003 5.3071 0.8385 0.05
H 0.5975 4.5294 -1.6838 0.11
H -0.8907 5.4548 -1.5587 0.11
H -0.1759 3.0869 -0.1861 0.02
C 4.7626 -1.9190 0.3653 -0.08
C 4.7827 -0.4789 0.7575 -0.31
O 3.8585 -0.2063 1.7694 -0.07
H 5.5607 -2.1760 -0.3312 0.08
H 3.8135 -2.2351 -0.0676 0.06
H 4.9705 -2.5415 1.2356 0.07
H 4.5916 0.0814 -0.1577 0.10
H 5.7435 -0.0862 1.0903 0.12
H 3.7556 0.7473 1.8121 0.05
C -4.6519 3.1718 -2.2020 -0.07
C -3.3321 3.3262 -2.9134 -0.31
O -2.3252 2.5449 -2.3444 -0.08
H -5.3084 3.9364 -2.6174 0.08
H -4.4893 3.2904 -1.1307 0.08
H -5.1249 2.2080 -2.3905 0.06
H -3.0613 4.3816 -2.8845 0.11
H -3.4249 3.1334 -3.9822 0.11
H -1.7800 3.0687 -1.7528 0.04
C 0.0332 1.1817 -5.0298 -0.08
C -1.2200 0.5962 -5.6448 -0.34
O -1.0531 0.4172 -7.0272 -0.05
H 0.8798 0.5148 -5.1925 0.07
H 0.0156 1.4868 -3.9836 0.06
H 0.2750 2.1461 -5.4767 0.08
H -2.1047 1.1781 -5.3864 0.10
H -1.3147 -0.3535 -5.1184 0.08
H -1.9041 0.2053 -7.4176 0.08
C -0.0899 -0.4932 6.7987 -0.08
C -0.2528 -0.0414 5.3489 -0.32
O -1.0941 -0.8992 4.5881 -0.10
H -1.0538 -0.5412 7.3054 0.07
H 0.5265 0.2431 7.3144 0.07
H 0.2775 -1.5110 6.9302 0.07
H 0.7450 0.0260 4.9152 0.09
H -0.6580 0.9672 5.2678 0.11
H -1.1088 -0.5308 3.7017 0.02
C 2.0385 -3.4517 2.4765 -0.05
C 1.1297 -2.1842 2.5498 -0.25
O 1.4054 -1.2916 1.5035 -0.17
H 1.9924 -4.0817 1.5882 0.05
H 1.8508 -4.1323 3.3069 0.07
H 3.1019 -3.2283 2.5623 0.06
H 1.3567 -1.7374 3.5178 0.11
H 0.0862 -2.4931 2.4883 0.10
H 2.2912 -0.9332 1.5950 0.04
```

***

[2]
Molecular formula: C28H91BFIN3O19P
Method: DFT, the ωB97M-V functional and the def2-TZVPD basis

For the frontier orbital gap, the calculation gives 8.83 eV. The LUMO energy is 0.3 eV. As for the HOMO energy: -8.54 eV. For the electronic energy, the calculation gives -3478.77860 Ha.

```
145
Properties=species:S:1:pos:R:3:lowdin_charge:R:1
C 2.3701 0.1433 0.5718 -0.08
C 0.8985 -0.1665 0.3243 -0.26
C 0.1780 0.9354 -0.4506 -0.24
O -0.6747 0.3538 -1.4421 -0.16
C -1.6141 1.2009 -2.0581 -0.59
C -1.9895 0.4464 -3.3280 -0.21
N -0.8580 0.5329 -4.2563 0.02
O -2.6396 1.6441 -1.2244 -0.10
C -3.8139 0.8584 -0.8312 -0.31
B -4.4629 1.7021 0.3971 -0.73
N -5.5176 1.2468 1.3102 0.17
O -4.0357 2.9912 0.5106 0.17
C -4.8282 0.8968 -2.0390 -0.25
C -6.1720 1.5495 -1.7164 -0.06
C -5.0454 -0.3551 -2.9255 -0.21
C -6.3461 -1.1384 -2.7437 -0.11
C -3.3339 -0.5030 -0.3373 -0.54
I -2.3202 -0.1471 1.5903 1.21
N -4.3531 -1.5338 -0.2572 -0.02
C -3.8298 -2.7824 -0.8369 -0.19
C -3.1175 -3.6922 0.1268 -0.20
F -4.0632 -4.3551 0.9111 -0.06
P -0.8852 2.8543 -2.6466 0.80
O -0.9392 3.9797 -1.6863 -0.42
H 2.9519 0.1681 -0.3531 0.08
H 2.7990 -0.6193 1.2244 0.05
H 2.4717 1.0914 1.1024 0.07
H 0.7794 -1.1219 -0.1960 0.05
H 0.4129 -0.2707 1.2981 0.03
H -0.4070 1.5535 0.2326 0.08
H 0.9404 1.5535 -0.9432 0.11
H -2.2423 -0.5925 -3.0950 0.11
H -2.8372 0.9390 -3.7912 0.11
H -1.1100 0.1052 -5.1381 0.05
H -0.0579 0.0528 -3.8643 0.08
H -5.4396 0.3168 1.6893 0.04
H -6.4657 1.4341 1.0276 0.07
H -4.4288 3.3694 1.3005 0.11
H -4.3458 1.6384 -2.6742 0.10
H -6.0365 2.5655 -1.3360 0.08
H -6.8267 0.9626 -1.0746 0.07
H -6.7139 1.6706 -2.6603 0.10
H -4.2062 -1.0414 -2.8412 0.07
H -5.0289 -0.0108 -3.9669 0.11
H -6.6580 -1.1858 -1.6974 0.07
H -7.1644 -0.6918 -3.3108 0.07
H -6.2361 -2.1637 -3.0993 0.07
H -2.5143 -0.8884 -0.9391 0.05
H -4.6155 -1.7233 0.7011 0.09
H -4.6579 -3.3601 -1.2646 0.12
H -3.1609 -2.5305 -1.6553 0.10
H -2.4320 -3.1635 0.7904 0.08
H -2.5572 -4.4500 -0.4252 0.12
H -1.6076 3.0974 -3.8279 0.02
H 0.4051 2.5575 -3.0989 0.02
C 4.4468 -1.0376 3.9446 -0.13
O 4.8677 -0.3262 2.7737 -0.13
H 3.3629 -0.9664 3.9955 0.08
H 4.7235 -2.0926 3.8667 0.07
H 4.8925 -0.6131 4.8417 0.06
H 5.8262 -0.3820 2.7359 0.07
C -4.2748 -2.2700 4.8838 -0.15
O -3.2873 -2.7122 3.9611 -0.18
H -3.9669 -1.2864 5.2305 0.08
H -5.2579 -2.1828 4.4121 0.08
H -4.3551 -2.9371 5.7458 0.08
H -3.5722 -3.5670 3.6268 0.06
C 7.9551 -1.4189 6.1024 -0.16
O 6.9135 -0.4594 5.9840 -0.13
H 7.5049 -2.4096 6.1238 0.08
H 8.6420 -1.3531 5.2575 0.06
H 8.5218 -1.2777 7.0264 0.08
H 7.3344 0.4062 5.9743 0.07
C -0.0791 -5.2328 3.1332 -0.16
O -1.2456 -5.3188 3.9453 -0.12
H 0.5784 -6.0531 3.3996 0.07
H -0.3222 -5.3221 2.0700 0.07
H 0.4490 -4.2892 3.3005 0.08
H -1.8099 -4.5815 3.7007 0.03
C 0.3309 -3.2057 -0.6090 -0.15
O -0.6539 -2.5357 -1.3935 -0.13
H -0.0523 -4.2021 -0.3981 0.07
H 1.2769 -3.3027 -1.1471 0.09
H 0.5087 -2.6889 0.3377 0.07
H -0.3251 -1.6461 -1.5733 0.04
C -7.3304 -1.5676 -7.0678 -0.15
O -6.5007 -1.7168 -5.9222 -0.13
H -8.2333 -1.0615 -6.7354 0.08
H -6.8550 -0.9570 -7.8408 0.07
H -7.6102 -2.5328 -7.4976 0.08
H -5.6954 -2.1646 -6.1915 0.07
C 1.1776 4.0364 1.5723 -0.14
O 0.9061 2.7582 2.1530 -0.14
H 0.8853 3.9732 0.5259 0.07
H 0.5889 4.8247 2.0433 0.07
H 2.2356 4.2960 1.6436 0.07
H 1.1280 2.8023 3.0853 0.08
C -5.1668 5.3950 -2.7824 -0.14
O -4.8782 4.1142 -3.3410 -0.14
H -5.9415 5.8399 -3.4035 0.08
H -5.5400 5.3126 -1.7576 0.07
H -4.2863 6.0384 -2.7989 0.06
H -4.1799 3.7235 -2.8046 0.05
C -2.6977 6.8590 -5.4742 -0.16
O -2.5810 7.3336 -4.1402 -0.13
H -3.6227 7.2685 -5.8737 0.08
H -1.8681 7.1967 -6.1018 0.07
H -2.7569 5.7679 -5.5133 0.07
H -1.7746 6.9746 -3.7610 0.07
C -3.0869 0.4125 -7.5417 -0.14
O -1.7825 -0.1153 -7.3071 -0.13
H -2.9844 1.4934 -7.5854 0.08
H -3.4983 0.0602 -8.4912 0.08
H -3.7821 0.1625 -6.7344 0.07
H -1.8457 -1.0733 -7.2773 0.08
C 9.6928 1.0305 3.6728 -0.15
O 9.9012 0.8840 5.0719 -0.14
H 8.6395 1.2656 3.5297 0.07
H 10.2900 1.8449 3.2569 0.08
H 9.9272 0.1104 3.1302 0.08
H 10.8353 0.6839 5.2021 0.04
C 2.8268 7.9599 0.9171 -0.16
O 2.4407 7.0667 1.9530 -0.13
H 2.9516 7.3610 0.0182 0.08
H 2.0623 8.7173 0.7256 0.08
H 3.7748 8.4579 1.1386 0.07
H 2.3199 7.5731 2.7592 0.07
C 5.2315 -4.1318 1.5147 -0.15
O 4.1896 -3.1776 1.4023 -0.12
H 4.7673 -5.1161 1.4970 0.01
H 5.9405 -4.0684 0.6839 0.09
H 5.7823 -4.0300 2.4556 0.09
H 4.5765 -2.2948 1.4382 0.05
C 3.8018 -6.8060 2.1733 -0.18
O 2.6026 -6.2465 1.6542 -0.11
H 3.5286 -7.7414 2.6556 0.09
H 4.5276 -7.0206 1.3843 0.08
H 4.2663 -6.1536 2.9179 0.08
H 2.8210 -5.4150 1.2259 0.06
C 12.3556 -1.3206 5.9529 -0.14
O 12.6357 -0.4943 4.8263 -0.13
H 11.2727 -1.3159 6.0630 0.06
H 12.6805 -2.3536 5.8135 0.08
H 12.8005 -0.9216 6.8674 0.08
H 13.5851 -0.4607 4.6912 0.08
```